[1]
Below is a 2-piece molecular cluster, C9H14 overall, with properties calculated with ωB97M-V/def2-TZVPD.

Each line ends with the natural charge from an NBO analysis.
Geometry (Å):
1 C -2.206815 0.627430 -0.301603  -0.6282
2 C -0.050797 -2.386307 -0.545617  -0.2137
3 C 0.612020 -2.185439 -1.735528  -0.2280
4 C -1.038915 -1.427880 -0.106623  -0.1918
5 C -1.048199 -0.264617 -0.770230  -0.0374
6 C 0.268493 -1.178867 -2.699658  -0.2068
7 C -0.479063 -0.155011 -2.057291  -0.2101
8 H 0.205715 -3.210487 0.175658  0.2164
9 H 1.409352 -2.870220 -1.941392  0.2104
10 H -1.664832 -1.596740 0.680395  0.2020
11 H 0.698131 -1.012614 -3.786665  0.2369
12 H -2.032993 1.563743 -0.848226  0.2098
13 H -2.233376 0.722415 0.794420  0.2161
14 H -0.543009 0.853766 -2.551078  0.2063
15 H -3.183036 0.276426 -0.656840  0.2177
16 C 0.923913 2.161271 2.027590  -0.6067
17 C 1.876419 0.943429 2.096309  -0.6131
18 H 0.805509 2.733202 2.997090  0.2083
19 H 1.238582 2.702904 1.264330  0.1992
20 H -0.062691 1.803260 1.646936  0.2008
21 H 2.675837 1.082264 1.320264  0.2013
22 H 2.345173 0.825977 3.139171  0.2016
23 H 1.484589 -0.007901 1.858599  0.2090

Atoms 1-6, force components in eV/Å:
C 1.006 0.982 -1.075
C -1.010 0.567 1.743
C 0.010 -0.517 -1.378
C 4.144 -2.474 -2.160
C -2.777 0.490 -0.998
C 0.218 1.556 1.497

Structure (SMILES) ... Cc1ccccc1.CC
HOMO level ... -0.332 Ha

[2]
Below is C3H8O3Sc as an isolated structure, with properties calculated with ωB97M-V/def2-TZVPD.

Each line ends with the natural charge from an NBO analysis.
Geometry (Å):
1 O -1.506501 1.919591 1.363500  -0.8022
2 C -2.127215 1.380550 0.203174  -0.2149
3 C -2.623874 -0.007558 0.576067  -0.1127
4 O -1.443823 -0.782834 0.890844  -0.6228
5 C -1.664216 -2.077598 1.413331  -0.2661
6 Sc 0.016113 0.716280 1.252861  2.0682
7 H -2.987099 1.992407 -0.119330  0.2432
8 H -3.157834 -0.504986 -0.248856  0.2193
9 H -3.226233 0.007328 1.503420  0.2044
10 H -2.312569 -2.652009 0.736075  0.2225
11 H -0.691155 -2.576600 1.482635  0.2061
12 H -2.113281 -2.004249 2.415489  0.2014
13 O 0.583869 1.015278 -0.774215  -1.1275
14 H -1.109472 1.325131 -0.880629  0.2894
15 H 0.753845 0.300460 -1.389215  0.4918

Atoms 1-6, force components in eV/Å:
O 2.260 -1.299 -0.032
C 1.054 -0.221 -2.367
C -0.760 0.152 -0.415
O 1.113 0.610 0.078
C -0.191 -0.968 0.460
Sc -1.310 1.889 -3.360

Total charge ... +1
HOMO level ... -0.483 Ha

[3]
Below is a 2-piece molecular cluster, C6H12FN4 overall, with properties calculated with ωB97M-V/def2-TZVPD.

Each line ends with the natural charge from an NBO analysis.
Geometry (Å):
1 C -0.792161 -0.140630 0.498288  0.0956
2 C 1.865980 0.640303 0.192705  0.7701
3 C -0.418508 -2.191839 -0.792919  0.3393
4 C -0.632951 1.207548 0.301514  0.3866
5 C -1.472013 -0.629237 1.740827  -0.6940
6 C -0.418543 2.020434 -0.901860  -0.6774
7 N -0.328231 -0.913856 -0.491555  -0.6042
8 N 2.071790 0.093117 -0.832886  -0.5089
9 N 2.101281 1.257410 1.294714  -0.8403
10 N -0.019284 -2.594753 -2.028322  -0.7657
11 F -0.947676 2.102921 1.245043  -0.3376
12 H -1.003916 -2.921556 -0.254248  0.1841
13 H -1.459558 0.198508 2.496626  0.2487
14 H -1.039417 -1.618355 2.211069  0.2422
15 H -2.562346 -0.601911 1.490556  0.2567
16 H 0.540889 2.562790 -0.807917  0.2168
17 H -1.080599 2.774904 -0.739003  0.2538
18 H -0.409572 1.383755 -1.778880  0.2415
19 H 1.667973 -0.481038 -1.466327  0.4523
20 H 1.509028 1.394760 2.184446  0.4861
21 H 3.086155 1.545108 1.551956  0.4592
22 H -0.461003 -3.302530 -2.554741  0.4167
23 H 0.202681 -1.785855 -2.559088  0.3783

Atoms 1-6, force components in eV/Å:
C 0.312 0.964 1.560
C 0.265 -1.006 -0.858
C -1.792 2.135 0.183
C 0.089 -0.740 -0.368
C -0.112 -0.062 1.358
C 3.137 -2.014 -0.184

Total charge ... +1
HOMO level (alpha / beta) ... -0.431 / -0.431 Ha

What are the molecular weight values for these records? In order: 122.211 137.050 159.188 g mol⁻¹.
What are the relative energy (zero: lowest compared OMol25 entry of this formula, charge and spin) values for these records? In order: 46.76 0.00 58.27 kcal/mol.